1.
# C5H2N

A cluster of 2 separate species, C5H2N in total (ωB97M-V/def2-TZVPD, OMol25).

Values from the calculation:
charge = +1
gap between HOMO and LUMO (alpha / beta) = 8.71 / 7.54 eV
ΔE to the lowest compared entry with this formula, charge and spin = 148.40 kcal per mole

The geometry in XYZ format:
```
8
C5H2N ωB97M-V/def2-TZVPD
N 0.2354 0.7139 -0.0418
C -1.0831 -1.3679 -0.0563
C 2.7897 -0.2980 -0.0228
C 1.0740 1.4773 -0.0395
C -0.3357 -0.4026 -0.0110
C 3.5282 -1.1980 0.0294
H 1.6108 2.4348 -0.2749
H -1.3747 -2.3914 0.0269
```

Atom charges from the natural (NBO) analysis, given in e for atoms 1 to 5: -0.21, 0.11, -0.20, 0.45, 0.03


2.
# C2H6Br2Si

A structure of composition C2H6Br2Si (ωB97M-V/def2-TZVPD, OMol25).

Values from the calculation:
charge = 0
gap between HOMO and LUMO = 10.78 eV
ΔE to the lowest compared entry with this formula, charge and spin = 15.04 kcal per mole

The geometry in XYZ format:
```
11
C2H6Br2Si ωB97M-V/def2-TZVPD
Br 0.9477 -1.6161 -1.9024
Br -0.1758 2.4372 0.9040
Si 0.8811 -0.3216 -0.0442
C -0.9155 -1.0665 0.8163
C 0.2746 1.3065 -0.5829
H 2.1773 -0.2207 0.4844
H -0.9686 -2.0205 0.2147
H -0.6251 1.3315 -1.3020
H -0.8074 -1.3550 1.8578
H -1.7540 -0.3237 0.7750
H 0.9657 1.8489 -1.2206
```

Atom charges from the natural (NBO) analysis, given in e for atoms 1 to 5: -0.34, 0.02, 1.24, -0.99, -0.99


3.
# C28H12F15GeN4NiOS3

A structure of composition C28H12F15GeN4NiOS3 (ωB97M-V/def2-TZVPD, OMol25).

Values from the calculation:
charge = -1
gap between HOMO and LUMO (alpha / beta) = 5.66 / 5.66 eV
ΔE to the lowest compared entry with this formula, charge and spin = 18.89 kcal per mole

The geometry in XYZ format:
```
65
C28H12F15GeN4NiOS3 ωB97M-V/def2-TZVPD
Ge -1.1799 1.0223 -0.3976
Ni 1.7990 -1.2799 1.9906
S 0.1145 -0.4199 3.2589
S 0.7673 1.6693 5.3282
S 2.8721 0.5696 0.8637
F -5.2950 -0.2000 -3.8486
F 1.3784 2.3956 -1.3967
F -0.8864 3.4574 -2.9365
F -3.3942 2.4263 0.9507
F 2.6373 0.1656 -5.3047
F -2.2059 5.7306 -3.1672
F -1.1607 -1.2657 -3.0021
F -4.7176 -2.9783 -0.0964
F -6.0626 -2.3505 -2.3781
F -4.1558 6.3996 -1.3981
F -4.7437 4.7093 0.6584
F 0.5043 -1.5001 -5.0492
F -3.2114 1.2738 -3.1033
F -2.6764 -1.4760 0.7225
F 3.0628 2.1077 -3.4503
O 0.6412 -1.5003 0.5024
N 1.2678 2.7371 1.7924
N 2.4981 0.0428 4.3774
N 2.8099 -0.9174 3.4832
N 3.1504 -2.8607 1.8442
C -0.8192 2.1631 4.6430
C 1.1112 1.4283 -2.2834
C -2.4793 4.9118 -2.1406
C -3.2966 -1.0982 -0.4197
C 2.0016 1.3011 -3.3335
C -0.1533 -0.3592 -3.0698
C -4.6417 -0.4955 -2.7153
C 3.9756 -1.4661 3.5477
C -2.8616 0.0065 -1.1255
C -3.4779 5.2539 -1.2510
C -4.3511 -1.9049 -0.8149
C 0.7033 -0.5253 -4.1469
C -0.0107 0.6298 -2.1156
C -1.7879 3.7220 -1.9737
C 4.3667 -4.7220 0.9780
C 1.9196 1.8583 1.4145
C -2.0376 2.8307 -0.9475
C -3.5691 0.2665 -2.2836
C 5.4748 -4.3730 1.7420
C 4.2100 -2.5520 2.6236
C -3.7718 4.3939 -0.2113
C 1.2186 0.3571 4.2743
C -5.0348 -1.5936 -1.9738
C 3.2340 -3.9349 1.0568
C -3.0505 3.2203 -0.0878
C 1.7886 0.3163 -4.2807
C 5.3974 -3.2801 2.5786
C 0.2329 -2.6712 -0.2075
H 2.3555 -4.1741 0.4779
H 6.2302 -2.9839 3.2010
H 4.6998 -1.1338 4.2794
H -0.1428 -3.3802 0.5268
H -1.5886 1.4162 4.8237
H -0.5700 -2.3982 -0.8890
H 6.3850 -4.9557 1.6878
H 0.8830 -0.7843 -0.1156
H 1.0590 -3.1009 -0.7751
H -0.7138 2.3522 3.5755
H -1.0765 3.0906 5.1524
H 4.3746 -5.5902 0.3350
```

Atom charges from the natural (NBO) analysis, given in e for atoms 1 to 5: 0.71, 0.98, -0.11, 0.33, -0.41


4.
# CHLiNdO2

A structure of composition CHLiNdO2 (ωB97M-V/def2-TZVPD, OMol25).

Values from the calculation:
2S+1 = 4
charge = +3
gap between HOMO and LUMO (alpha / beta) = 6.83 / 9.18 eV

The geometry in XYZ format:
```
6
CHLiNdO2 ωB97M-V/def2-TZVPD
Nd -2.3831 -0.7340 -0.3404
O -0.2852 -1.1676 0.9566
O -0.0323 0.4493 -0.4939
C 0.4594 -0.3443 0.3848
Li 0.7929 1.9252 -1.3365
H 1.4483 -0.1287 0.8293
```

Atom charges from the natural (NBO) analysis, given in e for atoms 1 to 5: 2.68, -0.68, -0.92, 0.69, 0.99


5.
# C3H5NO

A cluster of 2 separate species, C3H5NO in total (ωB97M-V/def2-TZVPD, OMol25).

Values from the calculation:
charge = 0
gap between HOMO and LUMO = 10.46 eV
ΔE to the lowest compared entry with this formula, charge and spin = 89.60 kcal per mole

The geometry in XYZ format:
```
10
C3H5NO ωB97M-V/def2-TZVPD
O -1.1066 -0.3585 -0.9775
N 1.3169 1.4808 1.1351
C 0.0834 1.4620 0.0442
C -0.6038 -1.3885 -0.6035
C 0.8208 0.4339 0.6894
H 0.3150 1.7609 -0.9774
H 0.8744 -0.6543 0.7256
H 0.2577 -1.8460 -1.1265
H -0.9737 -1.9244 0.2898
H -0.9001 1.7595 0.4042
```

Atom charges from the natural (NBO) analysis, given in e for atoms 1 to 5: -0.49, -0.28, -0.31, 0.23, 0.03


Looking at M for the records above, in order, we have 76.1; 218.0; 932.9; 196.2; 71.1 g mol⁻¹.
Looking at max |F| for the records above, in order, we have 5.57; 4.73; 0.88; 3.25; 1.22 eV/A.
Looking at electronic energy for the records above, in order, we have -6686.312; -150134.529; -208064.477; -20596.896; -6725.687 eV.